No. 1
Here is 2 unconnected molecules or ions with the total composition H3OS2 from the OMol25 dataset. Energies are from ωB97M-V/def2-TZVPD.

Computed properties:
* HOMO energy: -2.496 eV
* lowest unoccupied orbital energy: 3.745 eV
* HOMO-LUMO gap: 6.2 eV

```
! RIJCOSX wB97M-V def2-TZVPD def2/J DEFGRID3
* xyz -1 1
O 0.9916 -0.8301 1.7519
S -0.0635 0.5648 -1.7795
S -1.3701 0.3497 -0.1802
H 0.5724 -0.1198 1.2232
H 0.4651 -1.5751 1.4234
H -0.5955 1.6105 -2.4388
*
```

Table of natural (NBO) atomic charges, one value per atom, all in e: O -0.9887; S -0.2762; S -0.7723; H 0.4969; H 0.4635; H 0.0769


No. 2
Here is a molecular structure, C26H39CuN7PS4 in a non-equilibrium geometry from the OMol25 dataset. Energies are from ωB97M-V/def2-TZVPD.

Computed properties:
* HOMO energy (alpha / beta): -3.194 / -3.039 eV
* lowest unoccupied orbital energy (alpha / beta): 1.317 / 1.340 eV
* HOMO-LUMO gap (alpha / beta): 4.5 / 4.4 eV

```
! RIJCOSX wB97M-V def2-TZVPD def2/J DEFGRID3
* xyz -1 2
H 4.2127 -2.1864 1.6803
H 1.7748 1.9947 1.8313
N -0.2620 1.5873 1.7540
C -1.4718 2.1399 1.1720
C -0.9237 3.8291 -5.6901
H -2.8952 -0.1626 3.4381
C -0.5272 -4.4497 -3.9034
C -0.6552 3.8694 -7.0506
H 0.7477 -2.5978 -0.8632
C 1.6355 -0.1455 3.5117
C -1.6094 -3.0965 2.6181
H -0.4968 -6.2477 -2.7439
C -0.9553 2.6259 -5.0179
H -0.1773 2.7115 -8.7917
H -1.1574 2.5957 -3.9582
H 0.9529 2.7003 0.4253
S 1.4322 2.6625 -2.1395
C -2.1291 -2.7795 4.0190
N 0.1534 -2.4269 -2.8068
C -0.2812 -3.0673 -3.8899
H 5.0258 -0.4079 3.1831
H -1.5415 -2.1085 0.6754
H -2.7405 3.8590 1.4481
H 1.4887 -1.0576 4.1139
H 2.3915 -1.2137 0.5094
N -0.0445 -0.5520 -0.1548
H 4.1210 0.3134 1.8473
C -0.7077 1.4367 -5.7030
S -0.6051 -2.3362 -5.4638
N 1.3891 -0.4109 2.1206
C 0.3949 -3.1587 -1.7179
C -0.4090 1.4803 -7.0680
P -0.0495 -0.0477 1.2841
C 4.0319 -0.3078 2.7398
H -0.8851 -4.8982 -4.8175
H -0.5468 4.6960 0.6991
H 0.9177 0.6023 3.8492
C 0.8547 2.4788 1.5009
N -1.3542 -0.7141 2.1585
H -0.8908 5.3427 2.3140
H -2.2744 1.4038 1.2713
Cu -0.0998 -0.3452 -1.9771
C -0.3038 -5.1833 -2.7661
H 0.3901 -5.0472 -0.7224
H -1.9775 -1.1738 5.4636
C -0.3925 2.6898 -7.7307
H -0.5239 -3.2250 2.6501
H -0.4666 -1.5745 4.6335
H -1.8648 -3.5821 4.7146
H 3.3668 0.1149 4.7625
C -1.8077 -0.3482 3.4727
C 2.1845 -1.4847 1.5494
C 3.4933 -1.6697 2.3179
H 1.4591 4.4581 2.1005
C 0.6141 3.7848 2.2546
H -1.3282 2.3392 0.0983
H 3.1227 1.4375 3.6255
S -1.6330 0.0845 -3.6036
H -1.1029 4.7437 -5.1424
H -0.2045 0.5558 -7.5845
S 1.6299 0.8168 -2.7424
C -1.9378 -1.9356 1.6794
H -0.6495 4.8140 -7.5760
C -1.5424 -1.4553 4.5004
H -2.0569 -4.0203 2.2445
C 3.0737 0.3534 3.7370
N -0.7823 0.2093 -5.0516
C -1.8292 3.4415 1.8831
C -0.6738 4.4303 1.7511
C 0.1835 -4.5179 -1.6401
H -2.0121 3.2325 2.9407
N -0.1810 -0.7931 -5.6610
H 3.3310 -2.2913 3.2033
H 1.6287 -2.4380 1.5376
H 0.5246 3.5749 3.3241
H -1.3137 0.5789 3.7679
H -3.2200 -2.7036 3.9887
H -3.0319 -1.8276 1.6125
*
```

Here are the Löwdin charges for atoms 1 to 8, given in e: H 0.1070; H 0.0961; N -0.2136; C -0.2377; C -0.0815; H 0.1178; C -0.1346; C -0.1028


No. 3
Here is 2 unconnected molecules or ions with the total composition C6H12 in a non-equilibrium geometry from the OMol25 dataset. Energies are from ωB97M-V/def2-TZVPD.

Computed properties:
* HOMO energy: -9.490 eV
* lowest unoccupied orbital energy: 1.101 eV
* HOMO-LUMO gap: 10.6 eV
* SMILES: C=CC.C=CC

```
! RIJCOSX wB97M-V def2-TZVPD def2/J DEFGRID3
* xyz 0 1
C 0.2091 -1.0479 0.5826
H -0.4992 2.7275 1.6208
H -1.4407 2.5290 -2.3901
C -0.9261 2.2413 0.7361
H 0.0568 1.5461 -2.4162
C -0.8272 1.8158 -1.8142
C 0.8514 -2.3872 0.2466
H 0.3307 -0.8562 1.6620
H 0.5682 2.9837 -0.5021
H 1.4850 -3.0655 2.1559
H 0.7763 -2.6797 -0.8090
H -1.8684 1.6953 0.8597
C -0.3507 2.3832 -0.4754
H 0.6359 -0.1978 0.0242
C 1.4428 -3.2632 1.0787
H -0.8684 -1.1123 0.3559
H -1.4222 0.9045 -1.6350
H 1.8466 -4.2167 0.7196
*
```

Here are the natural (NBO) charges for atoms 1 to 8, given in e: C -0.6517; H 0.2034; H 0.2257; C -0.4101; H 0.2174; C -0.6587; C -0.1639; H 0.2111


No. 4
Here is 2 unconnected molecules or ions with the total composition C9H11O3 in a non-equilibrium geometry from the OMol25 dataset. Energies are from ωB97M-V/def2-TZVPD.

Computed properties:
* HOMO energy: -4.036 eV
* lowest unoccupied orbital energy: 3.154 eV
* HOMO-LUMO gap: 7.2 eV

```
! RIJCOSX wB97M-V def2-TZVPD def2/J DEFGRID3
* xyz -1 1
H -2.1590 2.6311 4.5312
C -0.9311 -1.2306 -3.5189
H -0.9966 0.8871 -1.7977
C 1.8285 -1.6525 -0.9819
C 1.8501 -0.3547 -0.4957
C -0.1239 0.2601 -1.6805
C 0.8959 0.6044 -0.7834
H -2.7110 1.0230 4.0723
C -0.0786 -0.9929 -2.2859
H -1.2065 -2.2848 -3.5638
H -1.8572 -0.6426 -3.5199
H 0.6447 -2.9465 -2.2872
H -0.4297 -0.8349 -4.4036
H 2.7328 0.7701 0.7384
H 0.8900 1.5794 -0.3145
O -0.9994 2.1977 2.1683
C -1.8326 1.5991 4.3432
C -0.7290 1.5786 3.2090
H 2.5527 -2.3520 -0.5951
H -1.4139 1.2495 5.2874
O 0.2763 0.8986 3.4963
C 0.8439 -1.9511 -1.9062
O 2.9536 -0.0359 0.2881
*
```

Here are the natural (NBO) charges for atoms 1 to 8, given in e: H 0.1862; C -0.6194; H 0.2149; C -0.2681; C 0.3049; C -0.1835; C -0.2639; H 0.1929


Here are the calculated calculated total energy numbers, same order: -23768.1991, -135296.1171, -6414.9638, -15655.2294 (eV).